Here is a structure of composition C18H24CaN2O4S6Sb2 from OMol25. Energies are from the ωB97M-V functional and the def2-TZVPD basis.

Each line ends with the natural charge from an NBO analysis.
Positions of all 57 atoms, in Å:
Ca (0.393, -0.739, 0.471)  1.72
O (3.708, 0.831, 0.335)  -0.73
C (2.530, 0.937, 0.726)  0.66
O (1.517, 1.120, -0.043)  -0.89
C (2.159, 0.776, 2.233)  0.69
O (2.605, 1.589, 3.037)  -0.68
O (1.352, -0.202, 2.446)  -0.90
C (-1.271, 2.575, 4.612)  -1.01
Sb (-1.374, 1.948, 2.550)  1.07
C (-2.056, -0.028, 3.036)  -1.03
C (-3.390, 2.707, 2.154)  -0.78
C (-3.339, 4.039, 1.485)  -0.04
C (-3.277, 5.186, 2.283)  -0.21
C (-3.139, 6.458, 1.743)  -0.23
C (-3.062, 6.602, 0.366)  -0.24
C (-3.134, 5.475, -0.441)  -0.20
C (-3.274, 4.183, 0.083)  -0.02
C (-3.343, 3.027, -0.864)  -0.77
Sb (-1.487, 1.884, -1.150)  1.06
C (-1.974, 1.348, -3.166)  -1.01
C (-0.274, 3.578, -1.636)  -1.01
H (-2.129, 2.189, 5.170)  0.20
H (-1.249, 3.665, 4.683)  0.22
H (-0.348, 2.180, 5.038)  0.24
H (-2.876, 0.057, 3.751)  0.21
H (-1.235, -0.581, 3.494)  0.24
H (-2.403, -0.567, 2.152)  0.25
H (-3.914, 2.766, 3.113)  0.22
H (-3.878, 1.943, 1.542)  0.23
H (-3.328, 5.067, 3.363)  0.20
H (-3.086, 7.323, 2.394)  0.20
H (-2.948, 7.584, -0.081)  0.20
H (-3.082, 5.589, -1.520)  0.20
H (-3.589, 3.396, -1.864)  0.22
H (-4.117, 2.305, -0.585)  0.23
H (-2.244, 2.237, -3.745)  0.20
H (-2.795, 0.628, -3.165)  0.23
H (-1.095, 0.878, -3.610)  0.26
H (-0.857, 4.346, -2.150)  0.21
H (0.522, 3.215, -2.295)  0.24
H (0.171, 3.983, -0.723)  0.24
S (-2.257, -7.609, -1.554)  -0.26
C (-1.663, -6.080, -1.227)  -0.58
S (-0.007, -5.718, -0.995)  0.47
C (-0.125, -3.988, -0.720)  -0.40
C (-1.387, -3.495, -0.765)  -0.41
S (-1.946, -1.849, -0.571)  -0.58
S (-2.636, -4.680, -1.090)  0.47
S (1.399, -3.186, -0.421)  -0.56
N (3.381, 1.619, -2.566)  -0.81
C (2.647, 0.599, -3.063)  0.33
N (2.771, -0.571, -2.412)  -0.80
S (1.690, 0.783, -4.439)  -0.41
H (3.627, 1.555, -1.576)  0.43
H (3.136, 2.520, -2.931)  0.39
H (3.216, -0.562, -1.506)  0.41
H (2.165, -1.341, -2.627)  0.43

Highest occupied orbital energy (eV): -1.9
ΔE to the lowest compared entry with this formula, charge and spin (kJ/mol): 18.0
Total charge: -2

---

Here is an isolated molecule of C4H6ClNO2 at a distorted geometry from OMol25. Energies are from the ωB97M-V functional and the def2-TZVPD basis.

Each line ends with the natural charge from an NBO analysis.
Positions of all 14 atoms, in Å:
C (0.122, -0.022, -1.166)  -0.19
C (-1.122, -0.608, -0.461)  -0.26
C (0.558, -0.436, 1.418)  0.86
C (0.775, 1.000, -0.259)  -0.11
H (1.181, -0.714, -1.173)  0.25
H (-1.851, 0.277, -0.612)  0.23
H (-1.507, -1.668, -0.655)  0.24
H (-1.338, -0.895, 1.870)  0.44
H (0.140, 1.619, 0.204)  0.19
H (1.591, 1.627, -0.750)  0.22
N (-0.846, -0.499, 1.064)  -0.69
O (1.068, -0.892, 2.558)  -0.66
O (1.357, 0.285, 0.749)  -0.45
Cl (-0.128, 0.927, -2.786)  -0.07

Highest occupied orbital energy (eV): -9.7
ΔE to the lowest compared entry with this formula, charge and spin (kJ/mol): 276.7
SMILES: O=C1NC[C@@H](Cl)CO1
Total charge: 0

---

Here is a cluster of 2 separate species, C5H12N2O in total at a distorted geometry from OMol25. Energies are from the ωB97M-V functional and the def2-TZVPD basis.

Each line ends with the natural charge from an NBO analysis.
Positions of all 20 atoms, in Å:
N (-2.788, 0.437, 1.026)  -0.83
C (-1.504, 0.501, 0.497)  0.07
C (-0.974, -0.638, -0.199)  0.49
N (0.382, -0.594, -0.672)  -0.65
C (1.034, 0.697, -0.896)  -0.23
C (1.995, 1.033, 0.245)  -0.40
C (3.137, 0.025, 0.338)  -0.61
O (-1.570, -1.700, -0.290)  -0.68
H (-2.781, 0.190, 2.009)  0.40
H (-3.309, -0.254, 0.490)  0.40
H (-1.120, 1.512, 0.467)  0.22
H (-1.658, 0.381, -1.615)  0.04
H (0.328, -1.141, -1.515)  0.39
H (0.301, 1.507, -0.946)  0.18
H (1.532, 0.676, -1.867)  0.20
H (2.396, 2.038, 0.097)  0.20
H (1.432, 1.075, 1.182)  0.19
H (2.720, -0.974, 0.450)  0.22
H (3.744, 0.046, -0.568)  0.20
H (3.769, 0.242, 1.196)  0.21

Highest occupied orbital energy (eV): -8.8
ΔE to the lowest compared entry with this formula, charge and spin (kJ/mol): 495.2
Total charge: 0

---

Here is a structure of composition C32H26CoN4O3STe at a distorted geometry from OMol25. Energies are from the ωB97M-V functional and the def2-TZVPD basis.

Each line ends with the natural charge from an NBO analysis.
Positions of all 68 atoms, in Å:
Co (-0.206, 0.318, -0.039)  1.45
C (-3.435, 2.530, 2.141)  -0.24
O (-3.082, 1.803, 3.340)  -0.54
C (-1.757, 1.686, 3.663)  0.22
C (-1.417, 1.946, 4.981)  -0.25
C (-0.089, 1.798, 5.402)  -0.30
C (0.868, 1.405, 4.474)  -0.20
C (0.547, 1.123, 3.128)  -0.20
C (1.635, 0.684, 2.254)  0.08
N (1.489, 0.359, 0.992)  -0.39
N (2.595, -0.101, 0.348)  -0.48
C (2.282, -0.433, -0.906)  0.56
O (1.067, -0.352, -1.420)  -0.77
C (3.389, -0.878, -1.767)  -0.04
C (3.202, -1.032, -3.154)  -0.17
C (4.251, -1.462, -3.978)  -0.23
C (5.508, -1.746, -3.453)  -0.23
C (5.704, -1.583, -2.074)  -0.25
C (4.673, -1.157, -1.248)  -0.19
C (-0.822, 1.230, 2.703)  0.34
O (-1.262, 0.905, 1.520)  -0.81
H (-3.921, 1.866, 1.431)  0.19
H (-2.574, 2.962, 1.644)  0.21
H (-4.136, 3.317, 2.438)  0.15
H (-2.200, 2.277, 5.658)  0.20
H (0.188, 1.999, 6.430)  0.19
H (1.906, 1.293, 4.781)  0.19
H (2.636, 0.600, 2.674)  0.17
H (2.230, -0.798, -3.577)  0.27
H (4.076, -1.570, -5.045)  0.20
H (6.315, -2.084, -4.093)  0.19
H (6.675, -1.795, -1.642)  0.19
H (4.828, -1.032, -0.183)  0.22
Te (-0.468, -2.119, -2.969)  -0.39
C (-1.721, -3.345, -4.198)  -0.46
C (-2.364, -3.010, -5.372)  -0.36
C (-3.149, -4.082, -5.926)  -0.27
C (-3.088, -5.215, -5.161)  -0.52
S (-2.110, -4.959, -3.795)  0.41
H (-2.271, -2.020, -5.818)  0.21
H (-3.723, -4.006, -6.843)  0.19
H (-3.574, -6.169, -5.339)  0.20
N (-2.628, -3.527, 4.191)  -0.80
C (-1.963, -2.966, 3.098)  0.19
C (-0.603, -2.691, 3.153)  -0.32
C (0.007, -2.118, 2.045)  0.08
N (-0.633, -1.822, 0.927)  -0.50
C (-1.927, -2.122, 0.871)  0.10
C (-2.634, -2.693, 1.918)  -0.31
H (-2.199, -3.317, 5.076)  0.37
H (-3.615, -3.335, 4.208)  0.37
H (-0.028, -2.873, 4.058)  0.20
H (1.063, -1.857, 2.067)  0.20
H (-2.432, -1.865, -0.056)  0.23
H (-3.698, -2.884, 1.818)  0.20
C (-1.295, 1.385, -1.378)  -0.39
C (-1.808, 2.122, -2.209)  -0.30
C (-2.375, 2.980, -3.234)  0.03
C (-3.255, 4.026, -2.921)  -0.23
C (-3.794, 4.844, -3.916)  -0.23
C (-3.471, 4.639, -5.253)  -0.26
C (-2.602, 3.603, -5.580)  -0.22
C (-2.063, 2.786, -4.585)  -0.22
H (-3.505, 4.185, -1.881)  0.21
H (-4.469, 5.647, -3.639)  0.19
H (-3.891, 5.274, -6.027)  0.19
H (-2.337, 3.426, -6.617)  0.20
H (-1.386, 1.978, -4.837)  0.23

Highest occupied orbital energy (alpha / beta) (eV): -0.3 / -0.3
<S²>: 3.76
ΔE to the lowest compared entry with this formula, charge and spin (kJ/mol): 0.0
Multiplicity: 4
Total charge: -2

---

Here is a structure of composition C25H33Br2N2OPSbSe4Tc at a distorted geometry from OMol25. Energies are from the ωB97M-V functional and the def2-TZVPD basis.

Each line ends with the natural charge from an NBO analysis.
Positions of all 70 atoms, in Å:
Tc (-0.182, -0.102, -0.087)  0.45
C (-0.545, 0.900, 2.816)  -0.40
N (-0.367, 1.481, 1.459)  -0.41
C (0.875, 2.258, 1.512)  -0.43
C (-1.580, 2.242, 1.156)  -0.29
C (-2.092, 1.857, -0.156)  0.12
C (-3.493, 2.067, -0.438)  -0.26
C (-3.852, 1.881, -1.783)  -0.12
C (-2.943, 1.371, -2.792)  -0.20
C (-1.605, 1.066, -2.413)  -0.18
C (-1.213, 1.228, -1.063)  -0.18
H (-0.499, 1.650, 3.607)  0.22
H (0.284, 0.209, 3.021)  0.22
H (-1.502, 0.437, 2.787)  0.20
H (0.696, 3.208, 2.025)  0.22
H (1.048, 2.549, 0.464)  0.21
H (1.672, 1.717, 2.096)  0.25
H (-1.315, 3.271, 1.056)  0.24
H (-2.329, 2.135, 1.926)  0.24
H (-4.364, 2.282, 0.231)  0.26
H (-4.907, 2.089, -2.061)  0.25
H (-3.341, 1.049, -3.829)  0.26
H (-0.923, 0.605, -3.055)  0.22
C (-3.360, -1.025, 1.192)  -0.68
C (-2.286, -1.800, 1.819)  0.33
C (-2.550, -2.680, 2.962)  -0.26
C (-1.495, -3.351, 3.521)  -0.07
C (-0.126, -3.190, 3.037)  -0.11
C (1.010, -3.756, 3.697)  -0.05
Br (0.837, -4.924, 5.173)  0.15
C (2.209, -3.548, 3.189)  -0.25
C (2.501, -2.672, 2.115)  -0.15
Br (4.182, -2.642, 1.309)  0.17
C (1.407, -1.920, 1.630)  0.35
O (1.468, -0.798, 0.888)  -0.69
C (0.047, -2.269, 2.021)  0.11
N (-0.981, -1.522, 1.453)  -0.48
H (-4.191, -1.660, 1.024)  0.26
H (-3.040, -0.505, 0.351)  0.22
H (-3.860, -0.298, 1.874)  0.25
H (-3.591, -2.718, 3.246)  0.25
H (-1.686, -4.003, 4.358)  0.25
H (3.035, -4.129, 3.581)  0.26
C (0.973, 3.809, -1.903)  -0.62
C (1.537, 2.521, -2.442)  -0.78
P (1.662, 1.005, -1.488)  1.28
C (2.323, -0.123, -2.787)  -0.76
C (1.533, -0.293, -4.077)  -0.64
C (3.146, 1.048, -0.358)  -0.72
C (3.890, 2.364, -0.203)  -0.62
H (1.376, 4.276, -0.911)  0.22
H (-0.077, 3.850, -1.698)  0.21
H (1.097, 4.583, -2.650)  0.25
H (2.502, 2.746, -2.814)  0.26
H (0.945, 2.278, -3.330)  0.26
H (2.572, -1.103, -2.394)  0.26
H (3.313, 0.250, -3.069)  0.26
H (1.289, 0.571, -4.758)  0.23
H (0.492, -0.529, -3.789)  0.19
H (1.740, -1.073, -4.821)  0.26
H (3.695, 0.312, -0.898)  0.24
H (2.809, 0.514, 0.533)  0.28
H (4.413, 2.654, -1.082)  0.23
H (4.624, 2.201, 0.616)  0.25
H (3.241, 3.176, 0.159)  0.21
Se (-2.088, -6.015, -4.468)  -0.27
Sb (-1.557, -5.556, -2.331)  1.01
Se (0.139, -2.067, -1.512)  0.29
Se (-1.871, -2.894, -2.008)  -0.18
Se (-0.763, -6.544, -0.432)  -0.34

Highest occupied orbital energy (alpha / beta) (eV): -13.0 / -13.0
Total charge: +2

---

Here is an isolated molecule of C4H3N3O at a distorted geometry from OMol25. Energies are from the ωB97M-V functional and the def2-TZVPD basis.

Each line ends with the natural charge from an NBO analysis.
Positions of all 11 atoms, in Å:
C (-1.454, -0.342, -0.029)  0.71
C (0.657, -0.032, 0.088)  0.35
C (2.025, -0.149, 0.031)  -0.11
C (3.222, -0.396, -0.046)  -0.07
H (0.546, 1.795, -0.719)  0.40
H (-1.724, 1.535, 0.736)  0.40
H (4.261, -0.593, -0.189)  0.25
N (-0.277, -0.979, 0.114)  -0.48
N (0.152, 1.234, 0.039)  -0.40
N (-1.211, 1.075, -0.044)  -0.48
O (-2.553, -0.818, -0.107)  -0.56

Highest occupied orbital energy (eV): -9.8
ΔE to the lowest compared entry with this formula, charge and spin (kJ/mol): 202.5
SMILES: C#Cc1nc(=O)[nH][nH]1
Total charge: 0

---

Here is a structure of composition C7H16FMgO4 at a distorted geometry from OMol25. Energies are from the ωB97M-V functional and the def2-TZVPD basis.

Each line ends with the natural charge from an NBO analysis.
Positions of all 29 atoms, in Å:
F (-1.277, 3.058, -0.326)  -0.63
C (0.223, 0.978, -2.701)  -0.26
O (0.117, 0.485, -1.395)  -0.93
C (-1.589, 1.063, -0.181)  0.45
C (-1.292, 0.997, 1.314)  -0.16
O (-0.314, -0.017, 1.534)  -0.65
C (0.929, 0.412, 2.100)  -0.10
C (1.864, -0.767, 1.991)  -0.10
O (1.822, -1.206, 0.632)  -0.66
C (2.879, -2.083, 0.251)  -0.26
H (1.295, 1.086, -2.930)  0.18
H (-0.348, 0.419, -3.460)  0.15
H (-0.292, 1.953, -2.694)  0.21
H (-2.569, 1.561, -0.357)  0.23
H (-2.194, 0.694, 1.857)  0.23
H (-0.958, 1.958, 1.719)  0.26
H (0.793, 0.694, 3.152)  0.22
H (1.307, 1.275, 1.535)  0.22
H (1.545, -1.600, 2.635)  0.20
H (2.882, -0.454, 2.256)  0.22
H (2.711, -2.341, -0.799)  0.20
H (3.841, -1.562, 0.336)  0.21
H (2.862, -2.973, 0.894)  0.20
O (-1.921, -0.289, -0.461)  -0.66
C (-2.898, -0.528, -1.480)  -0.26
Mg (-0.004, -1.082, -0.235)  1.82
H (-3.106, -1.602, -1.473)  0.21
H (-3.783, 0.078, -1.252)  0.21
H (-2.527, -0.208, -2.460)  0.21

Highest occupied orbital energy (alpha / beta) (eV): -12.7 / -12.7
Total charge: +1

---

Here is an isolated molecule of C15H13NO5 at a distorted geometry from OMol25. Energies are from the ωB97M-V functional and the def2-TZVPD basis.

Each line ends with the natural charge from an NBO analysis.
Positions of all 34 atoms, in Å:
O (5.398, 2.533, 3.474)  -0.52
C (4.754, 2.288, 2.485)  0.43
C (3.369, 1.813, 2.473)  -0.22
C (2.682, 1.613, 3.675)  -0.13
C (1.384, 1.165, 3.670)  -0.28
C (0.729, 0.900, 2.462)  0.42
C (1.408, 1.101, 1.261)  -0.35
C (2.712, 1.555, 1.273)  -0.13
H (3.229, 1.711, 0.337)  0.22
H (0.929, 0.922, 0.312)  0.21
O (-0.555, 0.475, 2.586)  -0.50
C (-1.292, 0.064, 1.460)  -0.09
C (-0.913, -1.366, 1.028)  -0.09
O (-1.869, -1.915, 0.149)  -0.48
C (-1.884, -1.585, -1.160)  0.33
C (-0.940, -0.788, -1.811)  -0.28
C (-1.059, -0.539, -3.162)  -0.15
C (-2.121, -1.076, -3.877)  -0.02
C (-3.068, -1.876, -3.241)  -0.16
C (-2.947, -2.127, -1.896)  -0.25
H (-3.661, -2.744, -1.376)  0.23
H (-3.883, -2.286, -3.817)  0.25
N (-2.242, -0.805, -5.280)  0.53
O (-3.176, -1.303, -5.873)  -0.38
O (-1.401, -0.093, -5.791)  -0.38
H (-0.335, 0.073, -3.678)  0.25
H (-0.102, -0.368, -1.279)  0.21
H (-0.939, -2.008, 1.913)  0.21
H (0.097, -1.403, 0.605)  0.18
H (-1.196, 0.773, 0.628)  0.18
H (-2.335, 0.058, 1.788)  0.21
H (0.839, 1.009, 4.587)  0.23
H (3.197, 1.819, 4.601)  0.24
H (5.191, 2.411, 1.474)  0.10

Highest occupied orbital energy (eV): -9.2
ΔE to the lowest compared entry with this formula, charge and spin (kJ/mol): 332.0
SMILES: O=Cc1ccc(OCCOc2ccc([N+](=O)[O-])cc2)cc1
Total charge: 0

---

| no. | electronic energy (hartree) |
| --- | --- |
| 1 | -4658.29706 |
| 2 | -821.36716 |
| 3 | -382.31392 |
| 4 | -3728.71159 |
| 5 | -16572.71356 |
| 6 | -393.64226 |
| 7 | -876.86170 |
| 8 | -1010.23823 |